Record 1
The following is a DFT calculation (ωB97M-V/def2-TZVPD) of C44H42N2OP2S4TcTe as an isolated structure.

Positions of all 97 atoms, in Å:
H1 -3.997 -5.736 4.048
H2 1.762 4.317 -3.681
H3 -3.551 -3.673 1.012
C1 0.746 4.152 -3.348
H4 -2.604 -3.116 -1.104
H5 -2.221 -4.492 1.525
H6 4.256 -1.061 -4.830
C2 -1.339 -2.919 3.835
C3 3.216 -1.927 1.285
H7 -1.660 0.798 -3.154
H8 5.298 -0.659 0.245
H9 -2.393 5.380 -3.668
C4 -1.931 -3.455 -0.318
C5 6.316 1.146 0.765
C6 2.478 -2.634 -0.884
C7 -3.411 0.206 -0.314
H10 3.100 -5.307 1.109
C8 -0.290 4.955 -3.788
H11 7.268 0.649 0.890
S1 0.421 2.513 3.918
C9 2.797 -1.597 -0.007
C10 0.480 3.128 -2.449
C11 -4.309 -1.056 -2.159
H12 -0.702 -2.766 1.263
C12 -1.586 4.752 -3.321
H13 -3.974 2.638 0.157
Tc1 0.403 0.456 0.874
C13 2.051 1.369 -2.813
S2 -1.328 0.168 2.532
H14 -2.826 3.656 -1.972
S3 1.557 1.438 2.558
S4 -1.490 1.644 3.955
C14 2.995 -4.274 0.805
P1 2.483 0.186 -0.353
H15 -3.296 -0.810 -4.035
H16 3.684 -3.481 2.678
C15 2.696 0.327 -2.153
C16 -2.690 -2.604 3.915
C17 3.873 2.418 0.437
C18 -3.644 -3.617 3.979
C19 5.200 0.407 0.406
C20 -1.829 3.771 -2.379
C21 -2.897 5.049 2.263
H17 -3.144 -5.095 0.270
H18 -4.691 -3.359 4.073
H19 -3.463 0.498 0.726
H20 7.090 3.088 1.230
C22 6.215 2.517 0.954
H21 -5.145 -1.042 -0.179
C23 -1.304 -2.322 0.475
H22 0.040 3.707 1.254
H23 0.101 -4.524 3.755
C24 -3.325 -0.538 -2.989
H24 2.919 2.913 0.304
H25 -5.059 -1.725 -2.560
C25 -2.432 0.751 -1.147
H26 4.111 -1.273 -2.385
C26 3.610 -0.401 -4.268
C27 2.079 1.460 -4.198
H27 -3.009 -1.570 3.949
H28 -2.099 -1.744 0.955
C28 -3.255 -4.953 3.965
C29 -0.794 2.949 -1.925
C30 -2.398 0.367 -2.489
C31 -0.949 -4.260 3.815
C32 -1.904 3.031 0.628
C33 3.968 1.038 0.254
C34 -1.031 3.854 1.337
C35 -4.352 -0.679 -0.822
H29 4.916 4.224 0.922
C36 4.996 3.154 0.783
H30 2.175 -2.414 -1.901
N1 -2.764 -4.236 0.676
H31 -0.926 -1.063 -1.090
C37 2.851 0.561 -4.919
C38 3.528 -0.515 -2.891
H32 2.885 0.642 -5.996
H33 -0.842 5.498 2.690
C39 -3.278 3.236 0.729
H34 0.377 -1.910 -0.591
H35 -1.584 -6.309 3.919
H36 -1.187 -4.140 -0.723
H37 2.346 -4.752 -1.184
Te1 0.190 -1.455 3.509
N2 -0.439 -1.397 -0.259
C40 -1.901 -5.274 3.893
H38 -4.838 4.389 1.632
H39 3.474 -1.137 1.982
O1 1.487 2.309 -1.978
P2 -1.117 1.846 -0.505
H40 -0.088 5.751 -4.492
C41 3.325 -3.249 1.683
H41 -3.285 5.833 2.898
C42 -1.527 4.864 2.145
C43 -3.770 4.236 1.555
C44 2.569 -3.963 -0.478
H42 1.535 2.237 -4.713

Its HOMO energy (spin up / spin down) is -0.444 / -0.450 Eh. Its multiplicity is 2. The value obtained for the energy relative to the best compared isomer or geometry (same formula, charge and spin) is 5.8 kcal/mol. Its HOMO-LUMO gap (spin up / spin down) is 6.7 / 6.7 eV. As for the net charge: +2.

***

Record 2
The following is a DFT calculation (ωB97M-V/def2-TZVPD) of C22H46N7O3RuS3Si3 as an isolated structure.

Positions of all 85 atoms, in Å:
H1 1.421 2.225 -0.238
H2 -3.168 5.160 -4.641
H3 0.007 -3.611 -3.816
H4 -3.281 -1.230 -0.098
H5 -2.078 -1.354 2.442
H6 1.440 3.670 -2.199
S1 3.522 -0.598 -2.842
H7 -1.896 4.077 -1.155
H8 -3.667 2.082 4.500
Si1 0.607 1.083 2.869
C1 2.710 -0.608 2.319
H9 -2.728 3.294 3.645
C2 -0.194 2.495 -2.533
N1 -0.280 -4.162 3.239
N2 -1.131 -1.492 -1.485
N3 -1.743 2.156 -4.389
C3 -2.227 -2.208 -1.548
H10 -0.677 5.449 1.162
O1 1.658 0.241 1.832
H11 -2.609 -4.548 2.353
H12 -0.041 -1.009 4.030
H13 2.892 0.763 0.408
C4 -1.221 4.491 -3.909
H14 1.917 3.214 2.657
H15 -1.390 1.454 -5.043
H16 3.016 -1.276 1.515
H17 1.448 3.981 0.054
H18 2.336 2.298 4.103
C5 -2.785 3.066 -5.026
C6 -0.164 -1.983 -2.357
H19 -2.357 -0.877 4.113
C7 -2.719 2.258 3.986
O2 0.590 3.461 -1.762
C8 -0.640 3.056 -3.868
C9 2.726 -0.101 -1.392
C10 -0.809 4.581 1.814
C11 1.161 -1.356 -2.344
C12 -2.677 -0.710 3.087
N4 3.301 0.780 -0.524
C13 -2.723 4.299 -4.148
H20 4.306 0.860 -0.549
C14 2.108 -1.467 -3.299
C15 -0.835 1.383 1.693
H21 -4.852 0.870 1.834
H22 -1.006 5.045 -2.999
H23 -3.834 0.902 0.393
H24 -1.768 4.706 2.319
H25 2.076 -2.023 -4.221
N5 1.512 -0.570 -1.248
H26 -0.767 5.027 -4.741
H27 -0.760 -4.886 3.751
S2 0.175 -2.545 1.212
H28 -0.503 0.405 4.983
H29 3.560 -0.006 2.647
H30 -3.072 3.650 0.052
H31 -3.721 -1.025 3.020
H32 -4.237 2.396 1.247
H33 0.688 -3.994 3.461
N6 -3.278 -2.040 -0.701
H34 -3.258 4.133 -3.211
H35 -3.742 2.551 -5.042
C16 0.829 3.135 -0.243
H36 -2.489 2.388 -1.009
H37 2.365 -1.217 3.152
Si2 -2.523 1.081 2.552
H38 -4.170 -2.454 -0.917
Si3 -0.822 3.005 0.826
H39 1.176 -0.088 4.927
C17 -2.185 3.280 -0.461
H40 -2.461 3.265 -6.046
C18 -0.797 -3.599 2.152
H41 0.209 2.964 -4.551
H42 -1.923 2.161 4.727
C19 0.265 -0.007 4.329
H43 -0.032 4.612 2.575
H44 0.852 3.231 4.070
C20 -0.558 -3.035 -3.102
O3 -0.377 1.421 -2.088
C21 -3.979 1.346 1.384
S3 -2.179 -3.473 -2.715
N7 -2.054 -3.891 1.827
H45 -2.441 -3.504 0.981
H46 -2.156 1.636 -3.607
Ru1 -0.383 -0.130 0.211
C22 1.503 2.600 3.462

Its HOMO energy (spin up / spin down) is -0.548 / -0.562 Eh. Its multiplicity is 5. The value obtained for the energy relative to the best compared isomer or geometry (same formula, charge and spin) is 0.0 kcal/mol. Its HOMO-LUMO gap (spin up / spin down) is 6.0 / 6.3 eV. As for the net charge: +3.

***

Record 3
The following is a DFT calculation (ωB97M-V/def2-TZVPD) of the molecule C11H10N4O4.

Positions of all 29 atoms, in Å:
C1 -1.040 3.654 -0.113
C2 -1.763 4.833 -0.009
N1 3.502 -4.071 0.042
O1 -3.710 5.859 0.731
C3 -2.959 2.281 0.575
H1 0.033 3.690 -0.387
N2 0.424 1.172 -0.153
C4 -3.156 4.795 0.456
H2 -1.357 0.169 0.219
H3 1.659 -3.797 1.219
C5 2.091 -3.630 0.199
H4 1.421 -4.203 -1.845
H5 -1.239 5.769 -0.168
O2 -4.965 3.320 0.963
H6 1.156 -5.423 -0.557
C6 2.242 -2.191 -0.090
C7 1.126 -4.348 -0.763
C8 -0.868 1.121 0.084
N3 3.447 -1.864 -0.476
H7 0.112 -4.006 -0.612
O3 0.081 -1.579 0.596
N4 1.306 0.112 -0.237
C9 -1.634 2.341 0.187
C10 -3.760 3.468 0.749
H8 2.266 0.357 -0.443
H9 3.602 -4.913 -0.544
H10 -3.411 1.295 0.786
O4 4.282 -2.990 -0.471
C11 1.114 -1.220 0.067

Its HOMO energy is -0.335 Eh. Its structure (SMILES) is C[C@H]1NON=C1C(=O)N/N=C/C1=CC(=O)C(=O)C=C1. Its multiplicity is 1. The value obtained for the energy relative to the best compared isomer or geometry (same formula, charge and spin) is 69.4 kcal/mol. Its HOMO-LUMO gap is 7.0 eV.

***

Record 4
The following is a DFT calculation (ωB97M-V/def2-TZVPD) of a 2-piece molecular cluster, C6H14N2O2 overall.

Positions of all 24 atoms, in Å:
C1 1.112 -1.334 1.074
O1 0.740 -1.182 -0.075
C2 -0.481 2.292 0.156
C3 2.525 -1.120 1.525
H1 -0.219 1.355 -3.866
H2 -0.925 -0.282 -3.538
H3 0.120 3.155 0.445
H4 3.212 -1.586 0.820
H5 -0.344 0.160 -1.361
N1 -0.706 0.962 -1.853
H6 -1.178 -3.097 1.378
H7 -1.526 -1.371 0.969
H8 -1.948 1.076 -3.520
H9 0.512 -1.955 2.984
H10 2.718 -1.426 2.552
H11 2.799 -0.060 1.500
C4 -0.923 0.774 -3.276
N2 0.235 -1.677 2.060
C5 -0.623 2.215 -1.349
H12 -0.063 1.372 0.555
O2 -0.699 3.212 -2.048
H13 -1.750 -2.001 2.606
H14 -1.459 2.576 0.556
C6 -1.132 -2.058 1.708

Its HOMO energy is -0.336 Eh. Its structure (SMILES) is CNC(C)=O.CNC(C)=O. Its multiplicity is 1. The value obtained for the energy relative to the best compared isomer or geometry (same formula, charge and spin) is 10.6 kcal/mol. Its HOMO-LUMO gap is 9.7 eV.

***

Record 5
The following is a DFT calculation (ωB97M-V/def2-TZVPD) of C28H49N6O7PV as an isolated structure.

Positions of all 92 atoms, in Å:
H1 -3.836 -0.745 0.325
H2 1.817 -2.736 2.934
H3 0.358 1.996 3.665
H4 1.779 -5.225 -0.431
C1 -3.661 1.392 -3.509
O1 -2.408 0.922 -1.494
C2 1.117 -2.574 -1.473
H5 3.670 2.043 -2.121
H6 -2.961 -2.552 -1.832
O2 1.987 1.982 -0.925
C3 -2.848 0.393 -4.309
H7 -3.567 -4.427 2.480
C4 -3.416 1.606 -2.153
C5 1.922 -4.426 1.532
P1 -2.015 -2.193 0.840
C6 -1.757 1.114 -5.105
C7 -4.642 2.163 -4.124
H8 3.163 2.002 1.136
C8 -2.521 -2.592 2.577
C9 -5.061 2.155 0.879
O3 2.942 0.079 0.392
H9 -3.001 2.130 0.325
N1 1.106 -3.110 -2.706
N2 -2.611 -4.095 2.600
C10 -3.709 -0.476 -5.226
H10 4.448 0.856 1.590
C11 3.374 0.974 1.430
H11 -3.111 -1.272 -5.675
H12 -4.854 2.186 1.952
C12 -0.114 2.800 -0.417
H13 -4.845 2.024 -5.180
C13 0.671 -2.135 -3.577
H14 -5.668 4.036 -1.511
O4 -1.499 -3.520 0.361
H15 -1.346 1.138 2.037
H16 -2.197 1.787 -5.844
N3 -3.241 -1.651 -1.466
H17 3.580 -0.715 -1.356
H18 -1.099 3.096 -0.783
C14 0.592 1.880 2.606
H19 -2.240 -4.509 3.453
C15 0.812 2.466 -1.548
H20 -1.717 -2.290 3.244
H21 -5.278 1.121 0.596
V1 0.773 -0.358 0.438
C16 -0.641 1.913 1.745
H22 0.367 1.696 -2.181
H23 -2.060 -4.376 1.770
C17 -4.128 2.550 -1.412
N4 1.464 -2.349 0.849
H24 0.317 3.609 0.180
H25 0.051 -0.082 -3.133
H26 -4.537 -0.935 -4.681
O5 1.199 0.585 2.392
O6 -1.126 -0.976 0.898
C18 2.934 1.332 -1.739
H27 1.003 3.353 -2.158
C19 -3.887 2.719 0.076
C20 -3.531 -1.732 -0.032
H28 0.564 -2.316 -4.633
H29 -2.768 4.588 -0.080
N5 0.728 -1.310 -1.496
H30 -3.424 4.259 1.535
H31 4.661 0.492 -0.661
C21 -5.100 3.300 -2.067
H32 2.856 -0.465 2.928
H33 2.183 -5.323 2.066
H34 2.847 1.207 3.511
H35 -1.121 0.405 -5.644
N6 1.740 -4.417 0.167
H36 1.291 2.664 2.307
H37 2.444 0.862 -2.596
H38 -2.506 -0.042 -1.635
C22 -3.622 4.173 0.463
H39 -5.971 2.733 0.701
H40 -4.481 4.810 0.245
H41 -3.455 -2.153 2.918
C23 1.469 -3.151 -0.193
C24 3.617 0.254 -0.863
C25 2.613 0.563 2.663
O7 -0.240 1.632 0.405
H42 -1.140 2.881 1.811
C26 0.438 -1.035 -2.816
H43 -6.118 3.704 -3.910
H44 -4.319 -2.449 0.240
H45 -4.140 0.101 -6.045
H46 -1.128 1.723 -4.450
H47 1.354 -4.052 -2.961
C27 -5.358 3.114 -3.415
H48 -2.354 -0.283 -3.606
C28 1.744 -3.140 1.938
H49 -4.059 -1.346 -1.982

Its HOMO energy (spin up / spin down) is -0.437 / -0.417 Eh. Its multiplicity is 2. Its HOMO-LUMO gap (spin up / spin down) is 7.2 / 6.6 eV. As for the net charge: +2.

***

Record 6
The following is a DFT calculation (ωB97M-V/def2-TZVPD) of C41H62N2O3PRhSSi2 as an isolated structure.

Positions of all 113 atoms, in Å:
N1 -0.648 2.268 -0.807
H1 -4.116 2.078 0.979
C1 3.976 0.443 -2.831
C2 -3.496 -1.852 -0.787
H2 1.591 -1.924 4.799
H3 2.124 -4.982 -1.510
H4 3.491 -1.660 -2.884
H5 2.700 3.565 -2.967
H6 5.098 1.140 0.917
H7 0.725 1.578 1.301
H8 4.870 1.038 -2.619
C3 -0.410 3.318 1.713
H9 -5.058 -1.048 1.637
H10 -3.282 -3.770 1.978
H11 -3.223 -2.460 3.932
H12 -4.700 -2.286 -2.499
H13 2.822 0.655 1.750
C4 4.371 -1.025 -2.957
C5 0.524 2.710 5.836
H14 3.300 2.019 -4.158
C6 0.532 -2.036 4.610
C7 -4.394 -2.612 -1.515
C8 0.722 2.077 3.410
C9 -4.687 -0.363 2.396
H15 -1.147 -2.067 -1.941
O1 -0.809 -0.387 0.679
H16 2.323 2.652 -0.118
C10 0.404 2.263 2.071
C11 -0.581 3.999 3.998
C12 -0.336 -4.811 -3.410
H17 -1.866 1.559 2.819
C13 -4.491 -4.200 0.274
H18 3.942 0.618 -4.986
Rh1 0.489 -0.104 -1.231
H19 2.112 -2.747 -4.949
C14 -3.393 0.309 1.970
O2 -2.350 3.959 0.105
H20 -2.218 3.983 -2.197
P1 2.783 0.687 -1.394
H21 5.720 0.412 -0.565
H22 4.058 4.278 -0.829
H23 4.840 -1.207 -3.922
H24 0.620 -1.147 2.670
H25 -4.871 -5.123 0.690
H26 -4.567 -0.907 3.331
C15 -1.975 3.065 -2.702
H27 0.137 -5.394 -4.194
C16 -1.245 0.714 -3.884
S1 -0.941 3.650 0.032
Si1 -1.974 -1.043 1.466
C17 -1.151 2.128 -2.025
H28 -5.450 0.401 2.558
C18 -3.098 -2.239 0.488
H29 3.766 -1.242 -0.432
C19 3.705 -0.224 -0.028
N2 -0.801 0.978 -2.660
H30 1.346 1.248 3.712
C20 2.357 -4.067 -2.048
H31 -2.650 1.437 0.284
H32 4.791 2.863 -0.087
H33 -2.677 0.530 4.001
H34 -3.496 1.954 3.344
O3 -0.093 4.714 -0.466
C21 -1.633 -2.766 5.307
H35 2.345 0.543 -4.242
C22 4.228 3.209 -0.946
C23 -1.365 -1.737 3.135
H36 4.826 3.066 -1.844
H37 -3.095 -0.938 -1.203
H38 3.118 -4.307 -2.784
C24 -2.422 2.782 -3.963
H39 -2.274 -3.222 6.049
H40 1.272 2.615 -2.552
C25 2.809 -0.288 1.205
H41 -1.521 5.010 2.341
C26 -2.061 1.576 -4.579
C27 1.205 -2.384 -4.474
H42 -0.116 -2.673 -0.630
C28 2.056 3.255 -2.148
H43 -1.288 -4.449 -3.788
H44 3.139 -1.083 1.875
H45 0.400 -2.485 -5.197
H46 -0.550 -5.476 -2.579
C29 -2.164 -2.332 4.104
C30 -2.819 1.131 3.105
C31 2.865 2.536 -1.065
H47 5.085 -1.311 -2.191
H48 -2.403 1.330 -5.572
H49 1.579 4.136 -1.724
C32 3.352 0.938 -4.130
H50 -0.929 -0.228 -4.318
H51 -3.055 3.484 -4.487
H52 -0.971 4.663 4.756
H53 5.610 -0.537 0.912
H54 1.776 -0.503 0.885
C33 -0.282 -2.614 5.568
H55 0.131 -2.947 6.510
C34 0.219 2.928 4.385
C35 5.117 0.233 0.321
H56 1.337 -1.324 -4.271
H57 -5.629 -4.365 -1.532
C36 -4.909 -3.780 -0.977
C37 -0.112 -2.240 -1.634
Si2 0.779 -3.346 -2.866
H58 -4.195 0.619 -0.011
H59 0.790 1.674 6.029
C38 -0.009 -1.604 3.414
H60 2.786 -3.375 -1.331
H61 -0.336 2.970 6.450
H62 1.356 3.343 6.144
C39 -3.595 -3.432 1.001
C40 -0.890 4.198 2.666
C41 -3.600 1.150 0.729

Its HOMO energy (spin up / spin down) is -0.275 / -0.275 Eh. Its multiplicity is 1. Its HOMO-LUMO gap (spin up / spin down) is 5.4 / 5.7 eV.

***

Record 7
The following is a DFT calculation (ωB97M-V/def2-TZVPD) of a 2-piece molecular cluster, C5H11N4 overall.

Positions of all 20 atoms, in Å:
C1 0.701 -0.117 -0.215
H1 0.025 0.261 2.458
N1 0.690 0.988 0.695
C2 -1.521 -0.148 -0.872
H2 -1.424 -0.208 -1.871
C3 1.134 2.300 0.349
H3 -1.478 0.853 -0.538
N2 -0.505 -0.969 -0.193
C4 0.309 1.139 2.032
H4 -1.152 -2.825 -0.756
H5 -0.831 -1.026 0.771
H6 1.160 0.225 -1.104
H7 2.021 -1.068 0.294
H8 0.033 -1.958 -1.948
N3 0.404 2.389 2.311
N4 0.882 3.070 1.322
H9 1.586 2.711 -0.528
H10 0.654 -2.942 -0.713
C5 -0.251 -2.256 -0.965
H11 -2.436 -0.419 -0.530

Its HOMO energy (spin up / spin down) is -0.403 / -0.499 Eh. Its multiplicity is 3. The value obtained for the energy relative to the best compared isomer or geometry (same formula, charge and spin) is 133.7 kcal/mol. Its HOMO-LUMO gap (spin up / spin down) is 7.5 / 6.1 eV. As for the net charge: +1.